Record 1
A gas-phase ion, C7H10N2 (charge +2) in a non-equilibrium geometry. Source: the OMol25 dataset; level of theory: ωB97M-V/def2-TZVPD.

```
! RIJCOSX wB97M-V def2-TZVPD def2/J DEFGRID3
* xyz 2 1
C -1.83856 1.63663 -0.05747
C -0.43880 1.77685 -0.12587
C -1.44343 -0.72513 0.03828
C 0.03392 -0.51516 0.07568
C -2.88469 -0.97133 -0.12012
C 0.71976 -1.80110 0.38351
C 1.79380 1.11118 0.03072
N -2.18483 0.35342 -0.11357
N 0.45058 0.74635 0.03022
H -2.52837 2.44331 -0.25131
H -0.02939 2.77861 0.00160
H -3.38311 -1.27197 -1.02332
H -3.33904 -1.39801 0.79203
H 1.43760 -1.97736 -0.34269
H 1.03826 -1.99483 1.43963
H 0.05108 -2.71067 0.28876
H 1.96928 1.94959 0.65533
H 2.51156 0.21875 0.31126
H 2.25935 1.25371 -1.06947
*
```

- Calculated total energy: -381.4222 Ha
- Molar mass: 122.17 Da
- Largest force on an atom: 6.83 eV/Å
- Energy relative to the best compared isomer or geometry (same formula, charge and spin): 35.5 kcal per mole
- Highest occupied orbital energy: -19.7 eV

Record 2
A molecular structure, C12H23BEuF2N2O6P in a non-equilibrium geometry. Source: the OMol25 dataset; level of theory: ωB97M-V/def2-TZVPD.

```
! RIJCOSX wB97M-V def2-TZVPD def2/J DEFGRID3
* xyz 2 7
C 5.00647 -2.62920 0.51163
C 4.57714 -1.34166 -0.30140
O 4.18758 -1.52179 -1.45683
O 4.60166 -0.05724 0.30726
C 3.44489 0.01498 1.16612
C 2.52738 1.27215 0.89616
C 2.19711 1.50092 -0.63047
C 1.11735 0.52209 -1.26231
B -0.40952 0.63835 -0.71261
C -1.35828 -0.01258 -1.93783
C -2.23992 -1.24176 -1.50628
C -3.66589 -0.83238 -0.87866
C -3.88126 -1.78396 0.36416
N -4.89820 -1.33197 1.31629
N -0.78230 -0.09565 0.59506
C 0.10489 -1.07701 1.07244
O 0.43273 -2.06403 0.51647
F 0.62366 -0.93800 2.37224
C -1.41160 0.68434 1.60614
O -2.60074 0.76020 1.70250
F -0.71920 1.38624 2.59195
P -0.91201 2.53043 -0.76290
O -2.64537 2.71767 -0.70434
O -0.12746 3.43702 0.44555
H 4.30064 -2.77884 1.38291
H 6.03029 -2.47205 0.95790
H 4.94868 -3.55955 -0.11206
H 2.89090 -0.96696 1.05186
H 3.81870 0.08549 2.23103
H 3.12269 2.17688 1.23484
H 1.59069 1.27819 1.51128
H 3.16577 1.29453 -1.18968
H 1.95952 2.58096 -0.88934
H 1.55947 -0.51089 -1.26292
H 1.06830 0.81737 -2.36086
H -0.73210 -0.35057 -2.81728
H -2.07128 0.76526 -2.37825
H -1.73701 -2.01056 -0.86484
H -2.51492 -1.78833 -2.46288
H -4.48627 -1.08401 -1.61969
H -3.75018 0.26217 -0.65789
H -4.04649 -2.86294 0.03732
H -2.89494 -1.81260 0.93481
H -5.33362 -0.43708 1.06245
H -4.46352 -1.30133 2.24873
H -2.79250 3.60694 -0.27432
H -0.78250 3.88588 1.02117
Eu -2.01942 4.64486 -2.09467
*
```

- Calculated total energy: -2307.4550 Ha
- Molar mass: 523.07 Da
- Largest force on an atom: 3.94 eV/Å
- Highest occupied orbital energy (spin up / spin down): -13.6 / -13.6 eV
- Expectation value of S²: 12.01

Record 3
13 unconnected molecules or ions with the total composition C5H35NO13 in a non-equilibrium geometry. Source: the OMol25 dataset; level of theory: ωB97M-V/def2-TZVPD.

```
! RIJCOSX wB97M-V def2-TZVPD def2/J DEFGRID3
* xyz 0 1
C 0.88793 -1.04986 0.54364
N 1.66837 -1.78685 -0.40720
C 1.29625 -1.50943 -1.79448
C 2.21150 -0.76052 -2.71994
C 2.80882 -2.54555 -0.02339
C 3.95183 -1.63306 0.50115
O 0.00548 -0.36149 0.02568
H 0.97117 -1.12677 1.61896
H 1.38382 -2.56451 -2.31936
H 0.27315 -1.51761 -2.01294
H 2.15830 -1.29023 -3.68785
H 1.81869 0.27935 -2.87281
H 3.18036 -0.48356 -2.36851
H 3.09325 -3.24600 -0.93164
H 2.62006 -3.42724 0.60446
H 4.25825 -0.86768 -0.09195
H 4.84671 -2.22055 0.92725
H 3.32756 -0.98503 1.19502
H -3.47762 -2.33825 3.11962
H -2.69740 -1.57030 2.16666
O -3.08131 -2.49030 2.28928
H -1.73076 3.14155 0.33308
H -2.09339 1.61212 0.67666
O -1.94288 2.49868 0.97718
H 1.12769 1.45621 -2.01509
H 0.41005 0.94048 -0.81753
O 0.34413 1.58723 -1.50577
H -0.19261 -4.29224 2.08212
H -1.07172 -3.70607 0.92635
O -0.50650 -4.33445 1.20436
H -1.78846 -0.61152 1.02946
H -2.90326 -0.39562 0.22558
O -2.50113 -0.01503 1.14116
H -1.67996 1.03909 -3.05544
H -2.18073 1.89150 -4.09846
O -2.40397 1.62027 -3.29596
H -1.08933 -2.66628 3.81082
H 0.25258 -2.54989 4.57547
O -0.18598 -2.50141 3.83673
H 0.13660 3.15470 -1.26085
H -1.01591 3.77614 -2.22024
O -0.37981 4.01383 -1.53381
H 3.33329 3.22462 1.01729
H 2.03510 3.99631 1.33501
O 2.62891 3.75877 0.58242
H -1.11169 1.14423 3.69523
H -2.21352 1.49969 2.74561
O -1.88703 1.70039 3.72004
H -4.76494 0.12166 -1.63612
H -3.34907 0.32228 -2.33955
O -4.04234 -0.30804 -2.09932
H 2.69162 3.25579 -2.15433
H 3.82617 2.33906 -1.46806
O 3.07733 2.35193 -1.95768
*
```

- Calculated total energy: -1244.2101 Ha
- Molar mass: 317.33 Da
- Largest force on an atom: 7.54 eV/Å
- Energy relative to the best compared isomer or geometry (same formula, charge and spin): 141.2 kcal per mole
- Highest occupied orbital energy: -9.9 eV

Record 4
5 unconnected molecules or ions with the total composition C43H48F3INO5P in a non-equilibrium geometry. Source: the OMol25 dataset; level of theory: ωB97M-V/def2-TZVPD.

```
! RIJCOSX wB97M-V def2-TZVPD def2/J DEFGRID3
* xyz 0 1
C 6.72867 1.09273 -2.21927
O 6.38502 -0.04355 -3.09873
C 6.29800 -1.31231 -2.31303
C 4.71146 -1.79912 -2.23569
C 4.23635 -2.71726 -3.50837
C 3.68699 -1.85731 -4.80392
C 2.34496 -0.96590 -4.48662
C 0.94487 -1.59904 -5.07041
C -0.30433 -1.56535 -3.97165
C -0.39787 -0.04426 -3.29841
C -1.12305 1.10058 -4.27687
C -1.29617 2.64697 -3.76222
C -0.70314 2.96369 -2.26726
C 0.02780 1.87157 -1.28772
P 0.68680 2.53695 0.40467
O 2.16720 1.63093 0.78336
I -1.01290 2.19829 2.20016
C 0.19821 0.31570 -1.78044
C 0.94151 -0.83739 -0.88320
C 0.24217 -1.15309 0.56532
O 0.90127 -2.40109 1.07586
C -1.36205 -1.48578 0.50732
F -1.75670 -1.86595 1.91545
F -1.68881 -2.71112 -0.31399
F -2.22450 -0.31611 0.16358
C -1.03944 4.55950 -2.10113
O -0.57394 5.39026 -1.13860
N -2.02704 4.91764 -3.23190
C -1.91853 3.99200 -4.46194
O -2.21474 4.26108 -5.74881
H 6.22446 2.07218 -2.66680
H 7.88976 1.26857 -2.25750
H 6.29757 0.99496 -1.12115
H 6.98133 -2.13888 -2.79616
H 6.66899 -1.15171 -1.20029
H 4.05729 -0.84169 -2.04796
H 4.62675 -2.48252 -1.26615
H 3.37648 -3.43142 -3.10816
H 5.11701 -3.44340 -3.83251
H 4.55559 -1.09768 -5.10814
H 3.53714 -2.54708 -5.76528
H 2.29106 -0.79679 -3.32717
H 2.52646 0.10469 -4.97187
H 1.09995 -2.65912 -5.54640
H 0.60626 -0.88640 -5.96406
H -1.28821 -1.71324 -4.62578
H -0.25206 -2.42336 -3.17726
H -1.50913 0.82103 -5.37008
H 2.60356 1.55271 -0.13745
H 2.07037 -0.52788 -0.72390
H 0.98322 -1.87771 -1.46547
H 0.52646 -0.31803 1.35174
H 0.79135 -3.10499 0.34455
H -2.13587 5.93531 -3.43580
C -4.77550 -2.89494 2.41372
C -5.74331 -3.51874 3.20050
C -6.99374 -2.92517 3.37045
C -7.27531 -1.70445 2.75662
C -6.30430 -1.07606 1.97739
C -5.05511 -1.67143 1.80433
H -3.80362 -3.36098 2.27603
H -5.52316 -4.46876 3.68100
H -7.74892 -3.41330 3.98092
H -8.25027 -1.24302 2.88671
H -6.52147 -0.12178 1.50374
H -4.29934 -1.18276 1.19514
C 1.60775 2.52427 6.02229
C 2.30822 2.72602 7.21117
C 1.84818 3.65557 8.14341
C 0.68893 4.38732 7.88474
C -0.00644 4.19227 6.69170
C 0.45148 3.26001 5.76106
H 1.96274 1.79509 5.29911
H 3.21303 2.15771 7.41175
H 2.39248 3.81007 9.07137
H 0.32883 5.10972 8.61197
H -0.90664 4.76672 6.48723
H -0.09183 3.10644 4.83243
C 4.80984 1.79100 -6.69181
C 4.73318 2.54274 -7.86391
C 5.87343 3.16702 -8.36875
C 7.09072 3.04314 -7.69860
C 7.16542 2.29908 -6.52143
C 6.02598 1.67164 -6.01856
H 3.92264 1.29915 -6.30235
H 3.78411 2.64148 -8.38486
H 5.81403 3.74999 -9.28410
H 7.97979 3.52724 -8.09304
H 8.11273 2.20730 -5.99575
H 6.08486 1.08989 -5.10247
C -8.97872 -3.93947 9.40844
C -8.30030 -2.72113 9.42294
C -7.77590 -2.19993 8.24051
C -7.92619 -2.89974 7.04305
C -8.59653 -4.12262 7.03014
C -9.12424 -4.64206 8.21191
H -9.39304 -4.34205 10.32876
H -8.18088 -2.17690 10.35645
H -7.25022 -1.24874 8.25161
H -7.52002 -2.49271 6.12124
H -8.70860 -4.67107 6.09805
H -9.64863 -5.59391 8.20127
*
```

- Calculated total energy: -3036.3618 Ha
- Molar mass: 873.73 Da
- Largest force on an atom: 9.12 eV/Å
- Energy relative to the best compared isomer or geometry (same formula, charge and spin): 396.6 kcal per mole
- Highest occupied orbital energy: -8.8 eV
- SMILES: COCCCCCCCc1cc2c(c(P(O)I)c1C[C@H](O)C(F)(F)F)C(=O)NC2=O.c1ccccc1.c1ccccc1.c1ccccc1.c1ccccc1

Record 5
A molecular structure, C16H23NO in a non-equilibrium geometry. Source: the OMol25 dataset; level of theory: ωB97M-V/def2-TZVPD.

```
! RIJCOSX wB97M-V def2-TZVPD def2/J DEFGRID3
* xyz 0 1
C -2.65586 -2.11669 -0.15776
C -3.34035 -0.85875 -0.08175
C -4.68603 -0.73515 -0.42856
C -5.54480 0.28953 -0.26885
C -4.99024 1.29253 0.11238
C -3.72899 1.37461 0.64917
C -2.99704 0.19030 0.57999
C -1.47803 0.39988 0.66472
O -1.12156 0.62858 1.82042
N -0.58410 0.14287 -0.27025
H -1.07138 0.24731 -1.16094
C 0.71944 0.34021 -0.24321
C 1.44953 -1.30261 -0.63611
H 0.61933 -1.71866 -0.67904
C 2.30008 -1.75829 0.43138
C 3.69187 -1.30008 0.67723
H 4.25528 -1.68168 -0.35643
H 4.25502 -1.89439 1.39853
C 4.07788 0.32823 0.77353
H 3.24587 0.58775 1.72919
C 3.81701 1.14172 -0.47730
C 2.51291 2.14848 -0.25716
H 2.42680 2.53717 0.65128
H 2.79552 2.97197 -0.86294
C 1.35761 1.58723 -1.21324
H 1.61500 1.11709 -2.01153
H 0.59833 2.00639 -0.99639
H 3.93361 0.71892 -1.33625
H 4.66229 1.75964 -0.28899
H 5.01116 0.29250 1.32587
H 2.33127 -2.71537 0.36624
H 1.83645 -1.57410 1.41205
H 2.02713 -0.99771 -1.42989
H 0.97439 0.31962 0.89781
H -3.23682 2.27804 1.00984
H -5.56176 2.56714 0.44298
H -6.62153 0.32299 -0.67468
H -5.31248 -1.70535 -0.51274
H -1.90482 -2.11672 0.48668
H -2.40873 -2.05696 -1.15490
H -3.26928 -3.05820 0.06968
*
```

- Calculated total energy: -753.0028 Ha
- Molar mass: 245.37 Da
- Largest force on an atom: 18.46 eV/Å
- Energy relative to the best compared isomer or geometry (same formula, charge and spin): 318.2 kcal per mole
- Highest occupied orbital energy: -8.3 eV

Record 6
A single C5H8INO2 molecule in a non-equilibrium geometry. Source: the OMol25 dataset; level of theory: ωB97M-V/def2-TZVPD.

```
! RIJCOSX wB97M-V def2-TZVPD def2/J DEFGRID3
* xyz 0 1
C -0.72561 0.29853 1.84073
N -0.43382 -0.30615 0.58803
C -0.63016 -1.54720 0.14728
O -1.27404 -2.42414 0.67477
C 0.12778 -1.69542 -1.18728
O 0.43669 -0.38853 -1.64566
C 0.67438 0.44115 -0.63608
C 0.31730 1.87295 -0.85146
I 2.65016 0.21023 0.26385
H -1.36169 1.17647 1.70485
H -1.24837 -0.43973 2.45249
H 0.19953 0.58871 2.34775
H 1.04224 -2.27370 -0.99651
H -0.46527 -2.19031 -1.95463
H 0.91913 2.27674 -1.66475
H 0.50588 2.45632 0.04554
H -0.73413 1.94407 -1.12892
*
```

- Calculated total energy: -698.2257 Ha
- Molar mass: 241.03 Da
- Largest force on an atom: 4.55 eV/Å
- Energy relative to the best compared isomer or geometry (same formula, charge and spin): 4.1 kcal per mole
- Highest occupied orbital energy: -9.4 eV
- SMILES: CN1C(=O)CO[C@]1(C)I

Question: Which value of calculated total energy does entry 3 give?
Answer: -1244.2101 Ha

Repeat the second record exactly.
A molecular structure, C12H23BEuF2N2O6P in a non-equilibrium geometry. Source: the OMol25 dataset; level of theory: ωB97M-V/def2-TZVPD.

```
! RIJCOSX wB97M-V def2-TZVPD def2/J DEFGRID3
* xyz 2 7
C 5.00647 -2.62920 0.51163
C 4.57714 -1.34166 -0.30140
O 4.18758 -1.52179 -1.45683
O 4.60166 -0.05724 0.30726
C 3.44489 0.01498 1.16612
C 2.52738 1.27215 0.89616
C 2.19711 1.50092 -0.63047
C 1.11735 0.52209 -1.26231
B -0.40952 0.63835 -0.71261
C -1.35828 -0.01258 -1.93783
C -2.23992 -1.24176 -1.50628
C -3.66589 -0.83238 -0.87866
C -3.88126 -1.78396 0.36416
N -4.89820 -1.33197 1.31629
N -0.78230 -0.09565 0.59506
C 0.10489 -1.07701 1.07244
O 0.43273 -2.06403 0.51647
F 0.62366 -0.93800 2.37224
C -1.41160 0.68434 1.60614
O -2.60074 0.76020 1.70250
F -0.71920 1.38624 2.59195
P -0.91201 2.53043 -0.76290
O -2.64537 2.71767 -0.70434
O -0.12746 3.43702 0.44555
H 4.30064 -2.77884 1.38291
H 6.03029 -2.47205 0.95790
H 4.94868 -3.55955 -0.11206
H 2.89090 -0.96696 1.05186
H 3.81870 0.08549 2.23103
H 3.12269 2.17688 1.23484
H 1.59069 1.27819 1.51128
H 3.16577 1.29453 -1.18968
H 1.95952 2.58096 -0.88934
H 1.55947 -0.51089 -1.26292
H 1.06830 0.81737 -2.36086
H -0.73210 -0.35057 -2.81728
H -2.07128 0.76526 -2.37825
H -1.73701 -2.01056 -0.86484
H -2.51492 -1.78833 -2.46288
H -4.48627 -1.08401 -1.61969
H -3.75018 0.26217 -0.65789
H -4.04649 -2.86294 0.03732
H -2.89494 -1.81260 0.93481
H -5.33362 -0.43708 1.06245
H -4.46352 -1.30133 2.24873
H -2.79250 3.60694 -0.27432
H -0.78250 3.88588 1.02117
Eu -2.01942 4.64486 -2.09467
*
```

- Calculated total energy: -2307.4550 Ha
- Molar mass: 523.07 Da
- Largest force on an atom: 3.94 eV/Å
- Highest occupied orbital energy (spin up / spin down): -13.6 / -13.6 eV
- Expectation value of S²: 12.01

Question: The highest molar mass belongs to which entry?
Answer: C43H48F3INO5P

Question: Among the records above, which one has the lowest calculated total energy?
Answer: C43H48F3INO5P